No. 1
{
  "formula": "H5O3",
  "method": "the ωB97M-V functional and the def2-TZVPD basis",
  "e_tot_ev": -6224.128,
  "multiplicity": 1,
  "homo_energy_ev": -3.7,
  "total_charge": -1,
  "symbols": ["O", "H", "O", "H", "H", "O", "H", "H"],
  "coordinates": [[-0.63872, -2.14137, -0.45214], [-1.16463, -1.47152, -0.91276], [0.90368, 0.95211, 1.33678], [0.37935, 0.39138, 1.92233], [0.38197, 1.06067, 0.39602], [-0.39837, 1.16271, -0.83347], [0.15911, -1.60325, -0.30856], [0.37761, 1.64927, -1.14820]],
  "forces_ev_per_a": [[0.31, 0.42, -0.19], [-0.06, 0.04, 0.09], [0.28, 0.00, 0.00], [-0.04, 0.20, -0.46], [-0.60, -0.47, 0.71], [0.66, -0.02, 0.17], [-0.20, -0.13, 0.14], [-0.35, -0.03, -0.45]],
  "nbo_charge": [-0.979, 0.488, -1.083, 0.436, 0.500, -1.255, 0.488, 0.405]
}


No. 2
{
  "formula": "C2H5OS",
  "method": "the ωB97M-V functional and the def2-TZVPD basis",
  "e_tot_ev": -15037.233,
  "multiplicity": 1,
  "homo_energy_ev": -2.6,
  "total_charge": -1,
  "symbols": ["C", "S", "H", "H", "H", "O", "C", "H", "H"],
  "coordinates": [[0.52813, 0.75821, 1.73397], [-0.42811, 0.33890, 0.20353], [1.53887, 0.35323, 1.60816], [0.54790, 1.83645, 1.88886], [0.04346, 0.29200, 2.59659], [0.58998, -1.21035, -2.25717], [-0.52198, -0.85287, -1.89565], [-1.00347, 0.02569, -2.37678], [-1.29479, -1.54126, -1.50151]],
  "forces_ev_per_a": [[-0.16, -0.69, -0.64], [-0.73, 0.94, 0.88], [-0.04, 0.25, 0.33], [0.15, 0.02, -0.05], [0.19, 0.03, 0.01], [-0.33, -0.30, -0.10], [0.24, -0.49, -1.45], [0.26, 0.29, 0.55], [0.43, -0.05, 0.46]],
  "nbo_charge": [-0.718, -0.619, 0.183, 0.179, 0.177, -0.644, 0.242, 0.098, 0.102]
}